This record from the Open Molecules 2025 dataset describes a structure of composition C13H18Cl3N3O4PbS4. The level of theory is wB97M-V/def2-TZVPD.

```
! wB97M-V def2-TZVPD RIJCOSX def2/J DEFGRID3
* xyz 0 1
Pb -2.878 0.923 0.502
Cl 1.203 2.475 1.666
C 1.629 1.198 2.752
Cl 0.803 -0.402 2.193
H 1.292 1.402 3.762
H 2.684 0.953 2.691
S -6.233 1.200 0.260
S -6.586 2.617 -0.970
S -5.430 4.289 -0.425
S -4.447 3.841 1.145
O -3.139 2.189 -1.439
N -2.154 2.283 -2.256
N -1.150 1.569 -1.968
O -1.068 0.811 -0.903
C 0.014 1.623 -2.811
C -0.107 1.967 -4.149
C 1.039 2.016 -4.925
C 2.275 1.711 -4.371
C 2.367 1.349 -3.035
C 1.232 1.296 -2.239
H -1.079 2.194 -4.563
H 0.963 2.282 -5.971
H 3.165 1.746 -4.985
H 3.328 1.098 -2.605
H 1.269 0.975 -1.205
O -1.479 -3.838 4.305
C -0.685 -4.477 3.758
O 0.096 -5.122 3.197
C 1.311 -1.686 3.262
N 1.353 -0.671 0.709
C 2.631 -1.364 0.559
C 2.800 -2.669 1.335
C 2.513 -2.556 2.824
H -0.006 -0.262 3.356
H -0.116 0.361 1.491
H 0.324 -2.260 3.048
H 3.484 -0.694 0.753
H 2.679 -1.599 -0.507
H 3.831 -3.007 1.221
H 2.158 -3.430 0.884
H 3.380 -2.109 3.326
H 2.415 -3.540 3.269
Cl -4.416 -2.081 0.406
C -3.769 -0.822 -0.697
H -4.554 -0.528 -1.389
H -2.944 -1.252 -1.264
*
```

## Properties
- LUMO energy (spin up / spin down) (eV) = -2.21 / -2.25
- largest force on an atom (eV/Å) = 2.02
- gap between HOMO and LUMO (spin up / spin down) (eV) = 5.564 / 5.533
- ΔE to the lowest compared entry with this formula, charge and spin (kcal per mole) = 325.8